ORCA calculation (ωB97M-V with the def2-TZVPD basis set) on an isolated molecule of C4H17B3NO5P.

```
! wB97M-V def2-TZVPD RIJCOSX def2/J DEFGRID3
* xyz 0 1
C -0.75 2.69 -0.14
C 0.11 1.84 -1.29
C 1.15 2.91 -2.04
C 0.93 0.67 -0.46
P -0.23 -0.78 0.11
B -1.48 -2.17 0.52
N -2.46 -2.21 1.68
O -1.53 -3.34 -0.43
B 0.99 -2.05 -0.75
O 1.31 -2.01 -2.20
O 1.71 -3.11 0.04
B 0.15 -0.39 1.95
O -0.80 0.29 2.89
O 1.49 -0.72 2.52
H -1.60 2.03 0.36
H -1.17 3.65 -0.68
H 0.00 3.01 0.71
H -0.61 1.42 -2.11
H 0.56 3.55 -2.84
H 1.63 3.62 -1.23
H 2.04 2.29 -2.51
H 1.37 1.20 0.50
H 1.84 0.30 -1.10
H -1.28 -0.13 -0.67
H -2.17 -2.87 2.43
H -2.72 -1.27 2.03
H -1.96 -2.93 -1.27
H 0.72 -2.65 -2.71
H 1.06 -3.79 0.38
H -0.28 0.79 3.59
H 1.98 0.15 2.74
*
```

## Properties
- highest occupied orbital energy (eV) = -7.240
- Kohn-Sham gap (eV) = 7.28